(1)
The following is a quantum chemistry calculation of a gas-phase ion, C4H7O2 (charge -1) at a distorted geometry, from the OMol25 dataset.

highest occupied orbital energy = -2.84 eV
LUMO level = 3.95 eV
relative energy (zero: lowest compared OMol25 entry of this formula, charge and spin) = 368.8 kJ/mol
gap between HOMO and LUMO = 6.79 eV
SMILES = O=CCCC[O-]
E_tot = -8354.254 eV
charge = -1
spin multiplicity = 1

Element x y z (Å)
C 0.2792 1.1147 1.2210
O -0.6185 1.9941 1.1921
C -0.0165 -0.3372 0.7324
C -0.6729 -0.2846 -0.7156
C 0.2501 -1.0288 -1.7416
O -0.0900 -1.4485 -2.8902
H 0.7491 0.7811 2.2946
H 1.3163 1.4371 0.6503
H -0.5976 -0.6960 1.5587
H 0.9522 -0.9113 0.5868
H -1.8185 -0.5609 -0.7647
H -0.9819 0.9336 -0.8539
H 1.2490 -0.9933 -1.2698

(2)
The following is a quantum chemistry calculation of a gas-phase ion, C4H7O2 (charge +1) at a distorted geometry, from the OMol25 dataset.

highest occupied orbital energy (spin up / spin down) = -14.33 / -14.33 eV
LUMO level (spin up / spin down) = -6.55 / -6.55 eV
relative energy (zero: lowest compared OMol25 entry of this formula, charge and spin) = 275.5 kJ/mol
gap between HOMO and LUMO (spin up / spin down) = 7.78 / 7.78 eV
E_tot = -8345.410 eV
charge = +1
spin multiplicity = 1

Element x y z (Å)
C 0.0916 1.7109 0.1531
C 2.5299 -0.8094 0.0216
C 0.5741 0.4143 -0.0160
C -1.5669 -0.5716 0.0431
O -0.1869 -0.7415 0.0576
O 1.9334 0.2578 -0.0363
H 0.7926 2.4777 -0.0696
H -1.0223 1.6599 0.3334
H 3.6468 -0.7896 0.0885
H 2.1477 -1.7906 0.2628
H -2.0283 -1.5754 -0.1269
H -1.9760 0.0328 -0.7634
H -1.8761 -0.2845 0.9588

(3)
The following is a quantum chemistry calculation of 2 unconnected molecules or ions with the total composition C4H7O2P at a distorted geometry, from the OMol25 dataset.

highest occupied orbital energy = -8.96 eV
LUMO level = 0.43 eV
relative energy (zero: lowest compared OMol25 entry of this formula, charge and spin) = 454.7 kJ/mol
gap between HOMO and LUMO = 9.39 eV
E_tot = -17640.852 eV
spin multiplicity = 1

Element x y z (Å)
C 1.5878 0.8106 0.8292
C 1.3286 0.6627 -0.3149
C -1.6983 0.0139 1.1818
C 1.0616 0.2812 -1.6533
O 0.3937 -1.7020 2.1443
O 0.1349 -0.7739 -1.6187
P -0.6918 -1.3363 1.2118
H 1.7361 0.9712 1.8204
H -2.1369 0.0116 0.1943
H -1.1622 0.8570 1.4741
H 2.0869 0.1222 -2.1854
H 0.5592 1.2008 -2.1520
H -0.0507 -1.0128 -2.4906
H -1.3268 -2.4716 0.4283